# 1
{
  "formula": "C41H51MoN4PTe",
  "method": "ωB97M-V with the def2-TZVPD basis set",
  "species": ["Mo", "C", "C", "C", "C", "C", "C", "N", "C", "C", "C", "C", "C", "C", "N", "N", "C", "C", "C", "C", "C", "N", "H", "H", "H", "H", "H", "H", "H", "H", "H", "H", "H", "H", "H", "C", "C", "C", "C", "C", "C", "C", "C", "C", "C", "C", "C", "H", "H", "H", "H", "H", "H", "H", "H", "H", "H", "H", "H", "H", "H", "H", "H", "H", "H", "C", "C", "C", "C", "C", "C", "Te", "C", "C", "C", "H", "H", "H", "H", "H", "H", "H", "H", "H", "H", "H", "C", "P", "C", "C", "H", "H", "H", "H", "H", "H", "H", "H", "H"],
  "coordinates": [[0.321, -1.037, -0.642], [-3.054, 3.381, -1.883], [-3.904, 2.240, -1.852], [-3.402, 0.974, -1.787], [-1.995, 0.749, -1.716], [-1.145, 1.916, -1.541], [-1.717, 3.222, -1.750], [-1.418, -0.471, -1.712], [-2.001, -1.532, -2.434], [-2.974, -1.453, -3.436], [-3.422, -2.610, -4.047], [-2.914, -3.857, -3.693], [-1.920, -3.951, -2.739], [-1.452, -2.786, -2.145], [-0.531, -2.715, -1.090], [-0.620, -3.694, -0.209], [-0.597, -3.208, 1.039], [-0.933, -4.070, 2.105], [-1.241, -3.537, 3.321], [-1.156, -2.144, 3.481], [-0.738, -1.373, 2.433], [-0.452, -1.850, 1.199], [-3.480, 4.365, -2.023], [-4.977, 2.383, -1.873], [-4.069, 0.125, -1.775], [-0.102, 1.786, -1.815], [-1.049, 4.073, -1.780], [-3.356, -0.497, -3.763], [-4.184, -2.537, -4.812], [-3.287, -4.754, -4.168], [-1.495, -4.903, -2.452], [-0.999, -5.126, 1.882], [-1.558, -4.168, 4.141], [-1.398, -1.677, 4.425], [-0.621, -0.312, 2.591], [2.142, 0.647, 2.934], [2.267, -0.622, 2.136], [2.419, -1.851, 2.781], [2.584, -1.875, 4.277], [2.483, -3.030, 2.020], [2.571, -4.381, 2.680], [2.626, -2.952, 0.629], [2.834, -4.209, -0.172], [2.777, -1.691, -0.003], [3.846, -1.597, -1.090], [2.415, -0.529, 0.734], [2.680, 0.838, 0.125], [3.135, 1.068, 3.121], [1.673, 0.481, 3.901], [1.561, 1.399, 2.399], [1.694, -1.503, 4.785], [3.416, -1.232, 4.568], [2.793, -2.871, 4.654], [2.168, -5.158, 2.037], [2.027, -4.412, 3.619], [3.614, -4.639, 2.886], [3.658, -4.804, 0.225], [3.040, -3.996, -1.216], [1.932, -4.826, -0.137], [3.489, -1.594, -2.116], [4.517, -2.446, -0.986], [4.452, -0.707, -0.935], [1.776, 1.452, 0.111], [3.042, 0.764, -0.896], [3.423, 1.384, 0.709], [-2.081, 7.551, 2.744], [-1.866, 6.159, 2.234], [-2.875, 5.204, 2.306], [-2.688, 3.898, 1.876], [-3.822, 2.918, 2.046], [-1.438, 3.560, 1.328], [-1.141, 1.530, 0.764], [-0.403, 4.500, 1.232], [0.949, 4.185, 0.648], [-0.640, 5.786, 1.692], [-3.140, 7.796, 2.796], [-1.575, 8.283, 2.116], [-1.669, 7.641, 3.752], [-3.838, 5.486, 2.715], [-4.748, 3.452, 2.249], [-3.635, 2.249, 2.888], [-3.970, 2.305, 1.159], [0.881, 3.432, -0.137], [1.628, 3.819, 1.423], [1.393, 5.082, 0.221], [0.151, 6.525, 1.623], [0.087, -0.233, -4.371], [1.241, -0.721, -3.031], [1.736, -2.360, -3.688], [2.603, 0.416, -3.508], [0.656, -0.222, -5.300], [-0.332, 0.759, -4.198], [-0.724, -0.946, -4.474], [2.372, -2.245, -4.565], [0.825, -2.886, -3.978], [2.247, -2.970, -2.947], [2.939, 0.157, -4.512], [3.457, 0.398, -2.836], [2.204, 1.431, -3.531]],
  "s_squared": 2.465,
  "e_above_lowest_kj_mol": 29.7,
  "spin_multiplicity": 3,
  "homo_ev": [-12.716, -12.759],
  "homo_lumo_gap_ev": [5.98, 5.91],
  "charge": 2
}

=====

# 2
{
  "formula": "C41H51N8O10PS2Tl",
  "method": "ωB97M-V with the def2-TZVPD basis set",
  "species": ["Tl", "C", "O", "C", "N", "C", "C", "C", "C", "C", "C", "C", "C", "C", "C", "C", "C", "N", "C", "N", "C", "C", "O", "C", "C", "C", "C", "C", "C", "H", "H", "H", "H", "H", "H", "H", "H", "H", "H", "H", "H", "H", "H", "H", "H", "H", "H", "H", "O", "N", "O", "O", "C", "N", "C", "C", "N", "N", "C", "C", "H", "H", "H", "H", "H", "H", "H", "H", "H", "H", "H", "H", "H", "O", "S", "O", "N", "C", "S", "C", "C", "C", "C", "C", "C", "H", "H", "H", "H", "C", "C", "O", "P", "O", "C", "C", "O", "C", "C", "H", "H", "H", "H", "H", "H", "H", "H", "H", "H", "H", "H", "H", "H", "H"],
  "coordinates": [[0.587, -0.349, -0.794], [0.326, 0.209, -5.970], [1.638, 0.539, -5.356], [1.406, 0.641, -4.030], [0.224, 0.302, -3.636], [-0.457, -0.357, -4.826], [-1.920, -0.159, -4.755], [-2.696, 0.249, -5.846], [-3.981, 0.746, -5.612], [-4.515, 0.732, -4.315], [-3.763, 0.219, -3.247], [-2.505, -0.310, -3.490], [2.474, 1.249, -3.238], [3.477, 1.876, -3.981], [4.472, 2.537, -3.293], [4.494, 2.474, -1.901], [3.430, 1.797, -1.286], [2.421, 1.210, -1.903], [3.398, 1.789, 0.193], [2.622, 1.076, 0.941], [3.120, 1.279, 2.344], [4.084, 2.452, 2.264], [4.254, 2.633, 0.783], [1.939, 1.358, 3.302], [1.019, 0.087, 3.146], [0.019, 0.027, 4.231], [0.236, 0.601, 5.459], [1.471, 1.316, 5.749], [2.382, 1.495, 4.742], [0.491, -0.480, -6.832], [-0.072, 1.160, -6.333], [-0.221, -1.439, -4.842], [-2.325, 0.171, -6.878], [-4.550, 1.132, -6.468], [-5.545, 1.038, -4.168], [-4.167, 0.206, -2.226], [-1.965, -0.778, -2.667], [3.432, 1.926, -5.101], [5.258, 3.079, -3.825], [5.267, 2.948, -1.301], [3.723, 0.407, 2.630], [5.110, 2.168, 2.609], [3.763, 3.374, 2.740], [0.566, 0.191, 2.151], [-0.870, -0.521, 3.984], [-0.508, 0.566, 6.262], [1.618, 1.679, 6.778], [3.430, 1.717, 5.011], [-0.176, 4.432, 2.410], [0.756, 3.840, 1.926], [1.046, 2.456, 2.941], [1.509, 4.040, 0.997], [-1.115, 5.752, -1.031], [-1.312, 4.452, -1.674], [-0.924, 4.425, -3.079], [-1.614, 3.278, -1.034], [-1.234, 2.101, -1.445], [-2.457, 3.415, 0.080], [-3.514, 4.379, -0.016], [-2.642, 2.297, 1.014], [-0.290, 6.288, -1.569], [-0.871, 5.635, 0.044], [-2.021, 6.363, -1.139], [-0.904, 5.447, -3.504], [-1.625, 3.821, -3.667], [0.074, 3.975, -3.162], [-0.691, 2.086, -2.313], [-3.592, 4.819, -1.025], [-3.399, 5.187, 0.720], [-4.478, 3.868, 0.185], [-2.712, 1.317, 0.493], [-3.588, 2.464, 1.533], [-1.819, 2.239, 1.742], [-6.395, -3.602, -1.445], [-5.264, -2.940, -2.031], [-5.474, -2.186, -3.221], [-4.495, -1.928, -0.868], [-3.208, -2.256, -0.700], [-2.119, -1.370, 0.286], [-2.820, -3.522, -1.429], [-1.594, -4.177, -1.357], [-1.466, -5.405, -1.962], [-2.564, -6.032, -2.554], [-3.772, -5.381, -2.684], [-3.896, -4.105, -2.133], [-0.792, -3.617, -0.878], [-0.478, -5.901, -1.977], [-2.463, -7.029, -3.007], [-4.635, -5.822, -3.176], [0.919, -2.491, 6.887], [0.649, -2.834, 5.434], [1.741, -2.275, 4.605], [1.583, -1.674, 3.170], [3.005, -1.647, 2.567], [3.999, -2.721, 2.291], [4.825, -2.954, 3.521], [0.605, -2.434, 2.258], [-0.027, -3.794, 2.319], [0.977, -4.847, 1.956], [0.021, -2.708, 7.515], [1.270, -1.432, 7.028], [1.703, -3.203, 7.203], [-0.323, -2.424, 5.109], [0.571, -3.936, 5.260], [4.604, -2.370, 1.465], [3.421, -3.564, 1.916], [5.200, -1.973, 3.954], [5.701, -3.581, 3.277], [4.232, -3.471, 4.293], [-0.825, -3.696, 1.581], [-0.479, -3.949, 3.295], [1.420, -4.678, 0.955], [0.411, -5.783, 1.896], [1.735, -4.928, 2.757]],
  "spin_multiplicity": 1,
  "homo_ev": -9.318,
  "homo_lumo_gap_ev": 5.41,
  "charge": 1
}

=====

# 3
{
  "formula": "C41H52KN8O5STe",
  "method": "ωB97M-V with the def2-TZVPD basis set",
  "species": ["K", "C", "C", "C", "C", "C", "C", "Te", "N", "C", "O", "C", "C", "C", "C", "C", "C", "C", "C", "C", "C", "C", "C", "C", "C", "C", "C", "C", "C", "H", "H", "H", "H", "H", "H", "H", "H", "H", "H", "H", "H", "H", "H", "H", "H", "H", "H", "H", "H", "H", "H", "H", "H", "H", "H", "H", "N", "C", "C", "C", "N", "H", "H", "H", "H", "C", "C", "C", "C", "N", "N", "C", "H", "H", "H", "H", "H", "H", "H", "H", "C", "C", "S", "O", "O", "C", "C", "N", "C", "N", "C", "C", "N", "O", "O", "C", "H", "H", "H", "H", "H", "H", "H", "H", "H", "H", "H", "H", "H"],
  "coordinates": [[0.487, -21.125, -16.038], [-8.942, -17.858, -16.790], [-7.606, -18.132, -17.370], [-6.556, -17.260, -17.000], [-5.310, -17.439, -17.634], [-4.153, -16.583, -17.202], [-5.142, -18.386, -18.690], [-3.151, -19.130, -19.013], [-3.760, -20.877, -18.199], [-2.943, -21.794, -17.694], [-1.700, -21.714, -17.424], [-3.740, -23.051, -17.404], [-3.129, -24.268, -17.561], [-3.866, -25.474, -17.426], [-5.177, -25.477, -17.095], [-5.858, -24.210, -16.939], [-5.163, -23.028, -17.118], [-3.274, -19.575, -21.168], [-2.966, -20.776, -21.925], [-2.598, -22.081, -21.218], [-3.120, -20.788, -23.329], [-3.825, -19.798, -24.023], [-4.121, -19.962, -25.535], [-4.161, -18.699, -23.274], [-3.808, -18.487, -21.869], [-3.874, -17.028, -21.428], [-6.237, -19.194, -19.056], [-6.243, -20.002, -20.313], [-7.385, -19.201, -18.257], [-9.067, -18.149, -15.687], [-9.747, -18.453, -17.423], [-9.176, -16.787, -16.748], [-6.761, -16.494, -16.330], [-4.461, -15.732, -16.615], [-3.596, -16.237, -18.080], [-3.428, -17.182, -16.576], [-2.035, -24.247, -17.681], [-3.389, -26.452, -17.626], [-5.719, -26.408, -16.919], [-6.938, -24.180, -16.775], [-5.525, -22.044, -16.916], [-3.397, -22.445, -20.580], [-1.770, -21.928, -20.518], [-2.297, -22.814, -21.964], [-2.585, -21.614, -23.835], [-4.589, -20.973, -25.781], [-3.207, -19.851, -26.155], [-4.841, -19.214, -25.939], [-4.618, -17.798, -23.744], [-4.507, -16.447, -22.096], [-2.822, -16.608, -21.479], [-4.229, -16.937, -20.410], [-5.732, -20.963, -20.100], [-5.742, -19.527, -21.147], [-7.281, -20.262, -20.559], [-8.140, -19.891, -18.488], [3.601, -22.420, -17.643], [4.094, -22.241, -18.897], [3.086, -22.500, -19.789], [1.927, -22.842, -18.966], [2.313, -22.813, -17.655], [4.157, -22.510, -16.765], [5.141, -21.917, -19.026], [3.045, -22.582, -20.903], [0.890, -23.134, -19.228], [3.036, -19.047, -11.134], [2.981, -18.693, -12.602], [3.727, -17.781, -13.334], [3.247, -17.849, -14.674], [2.225, -18.699, -14.751], [2.078, -19.240, -13.509], [3.798, -17.109, -15.781], [3.003, -18.121, -10.557], [4.031, -19.607, -11.025], [2.191, -19.711, -10.962], [4.485, -17.106, -12.954], [1.337, -19.881, -13.226], [4.927, -16.897, -15.715], [3.348, -16.097, -15.895], [3.646, -17.688, -16.700], [0.384, -20.444, -6.995], [-0.649, -21.303, -7.721], [-1.407, -20.590, -9.227], [-2.043, -19.351, -8.930], [-0.306, -20.528, -10.233], [-2.584, -21.867, -9.810], [-3.512, -21.478, -10.886], [-2.653, -20.784, -12.021], [-1.800, -21.420, -12.925], [-1.329, -20.548, -13.809], [-1.843, -19.311, -13.502], [-2.735, -19.454, -12.413], [-3.498, -18.470, -11.820], [-3.127, -17.300, -12.052], [-4.521, -18.810, -11.184], [-1.417, -22.881, -12.937], [0.865, -20.987, -6.167], [-0.166, -19.595, -6.580], [1.130, -20.064, -7.724], [-1.459, -21.621, -7.069], [-0.159, -22.264, -8.066], [-3.119, -22.188, -8.921], [-1.999, -22.756, -10.161], [-4.216, -20.654, -10.649], [-4.023, -22.342, -11.360], [-1.540, -18.467, -14.072], [-0.317, -22.813, -12.682], [-1.579, -23.249, -13.962], [-1.897, -23.397, -12.104]],
  "s_squared": 0.761,
  "e_above_lowest_kj_mol": 122.1,
  "spin_multiplicity": 2,
  "homo_ev": [-3.451, -6.481],
  "homo_lumo_gap_ev": [3.23, 6.26],
  "charge": 0
}

=====

# 4
{
  "formula": "C41H52LaN4O3S2Si",
  "method": "ωB97M-V with the def2-TZVPD basis set",
  "species": ["La", "C", "C", "C", "C", "C", "C", "C", "C", "S", "C", "N", "C", "C", "C", "C", "C", "C", "C", "C", "H", "H", "H", "H", "H", "H", "H", "H", "H", "H", "H", "H", "H", "H", "H", "H", "C", "C", "C", "C", "O", "Si", "S", "O", "C", "C", "C", "C", "O", "C", "C", "C", "C", "H", "H", "H", "H", "H", "H", "H", "H", "H", "H", "H", "H", "H", "H", "H", "H", "H", "H", "H", "H", "H", "H", "H", "H", "H", "H", "H", "N", "C", "C", "C", "C", "C", "C", "N", "C", "C", "C", "C", "N", "C", "C", "H", "H", "H", "H", "H", "H", "H", "H", "H"],
  "coordinates": [[0.285, 1.405, -1.330], [6.253, -3.612, -1.934], [4.882, -2.974, -1.829], [3.908, -3.508, -2.916], [4.294, -3.486, -0.458], [4.872, -1.418, -1.820], [6.056, -0.681, -1.545], [6.055, 0.729, -1.546], [4.851, 1.430, -1.650], [4.614, 3.186, -1.642], [2.912, 2.842, -1.872], [2.565, 1.526, -1.995], [3.671, 0.702, -1.846], [3.674, -0.696, -1.948], [1.927, 3.866, -1.906], [2.225, 5.108, -1.269], [1.347, 6.176, -1.488], [0.208, 5.998, -2.237], [-0.132, 4.709, -2.755], [0.672, 3.650, -2.469], [6.146, -4.711, -2.103], [6.808, -3.451, -0.997], [6.836, -3.178, -2.787], [4.075, -4.586, -3.048], [4.062, -3.122, -3.921], [2.850, -3.325, -2.618], [4.281, -4.571, -0.372], [3.266, -3.114, -0.209], [4.976, -3.168, 0.381], [6.984, -1.240, -1.479], [7.012, 1.279, -1.467], [2.736, -1.213, -2.124], [3.166, 5.200, -0.695], [1.523, 7.169, -1.049], [-0.525, 6.795, -2.347], [-1.033, 4.610, -3.310], [-3.137, 1.842, 0.361], [-3.141, 1.789, -1.145], [-4.479, 1.278, -1.667], [-2.811, 3.138, -1.785], [-2.061, 0.855, -1.597], [-2.232, -0.840, -1.568], [-0.189, -1.363, -1.871], [-3.125, -1.465, -2.759], [-3.052, -1.836, -4.136], [-4.474, -1.884, -4.703], [-2.236, -0.787, -4.883], [-2.411, -3.236, -4.120], [-2.812, -1.359, -0.167], [-3.288, -2.665, 0.285], [-2.508, -3.780, -0.422], [-3.078, -2.645, 1.794], [-4.772, -2.694, -0.037], [-3.999, 2.407, 0.760], [-2.218, 2.297, 0.747], [-3.252, 0.819, 0.822], [-5.295, 1.993, -1.382], [-4.738, 0.295, -1.238], [-4.547, 1.103, -2.777], [-3.385, 3.914, -1.236], [-3.144, 3.127, -2.831], [-1.767, 3.451, -1.674], [-4.920, -0.896, -4.677], [-5.145, -2.588, -4.205], [-4.445, -2.157, -5.762], [-2.652, 0.230, -4.784], [-2.199, -1.048, -5.951], [-1.190, -0.793, -4.460], [-3.112, -3.934, -3.600], [-1.441, -3.261, -3.637], [-2.239, -3.664, -5.132], [-1.414, -3.639, -0.362], [-2.753, -3.842, -1.480], [-2.691, -4.775, 0.048], [-1.960, -2.588, 2.023], [-3.482, -3.528, 2.309], [-3.577, -1.735, 2.181], [-4.959, -2.640, -1.123], [-5.297, -1.783, 0.343], [-5.273, -3.584, 0.376], [0.791, 2.178, 6.212], [0.612, 1.814, 7.555], [0.856, 2.429, 8.764], [0.536, 1.713, 9.923], [-0.098, 0.461, 9.820], [-0.307, -0.194, 8.584], [0.026, 0.511, 7.448], [-0.115, 0.121, 6.121], [0.405, 1.116, 5.399], [0.480, 1.115, 3.940], [0.844, 2.256, 3.218], [1.184, 2.159, 1.856], [1.014, 1.019, 1.098], [0.666, -0.093, 1.806], [0.436, -0.088, 3.191], [1.303, 2.978, 5.883], [1.324, 3.435, 8.788], [0.660, 2.171, 10.903], [-0.368, -0.032, 10.729], [-0.799, -1.184, 8.574], [0.844, 3.249, 3.634], [1.608, 2.999, 1.326], [0.592, -1.008, 1.257], [0.102, -0.982, 3.690]],
  "e_above_lowest_kj_mol": 0.0,
  "spin_multiplicity": 1,
  "homo_ev": -10.384,
  "homo_lumo_gap_ev": 6.99,
  "charge": 1
}